{
  "formula": "CH2NP3",
  "method": "ωB97M-V with the def2-TZVPD basis set",
  "symbols": ["C", "N", "P", "P", "P", "H", "H"],
  "positions_angstrom": [[0.29511, 1.14474, 0.37695], [1.03836, 0.01591, 0.23122], [-1.47703, 1.28087, -0.07470], [-1.83026, -0.72785, -0.30263], [0.24100, -1.38947, 0.23279], [0.95482, 1.99409, 0.43407], [0.77800, -2.31828, -0.89770]],
  "de_lowest_kcal_mol": 6.8,
  "e_homo_ha": -0.3349,
  "max_force_ha_per_bohr": 0.076,
  "charge": 0,
  "smiles": "C1=P#P=[PH]=N1",
  "lumo_ev": -1.37,
  "homo_lumo_gap_ha": 0.2845
}

=====

{
  "formula": "C3H3F2NO2",
  "method": "ωB97M-V with the def2-TZVPD basis set",
  "symbols": ["C", "C", "C", "H", "H", "H", "N", "O", "O", "F", "F"],
  "positions_angstrom": [[0.72488, 0.11886, 0.68362], [-0.75134, 0.65799, 0.74774], [-0.89678, 0.06359, -0.69982], [1.21113, -1.97310, -1.47722], [0.99974, -0.46838, 1.58253], [1.48076, 0.87449, 0.45619], [0.33102, -0.58818, -0.54710], [1.08427, -0.99718, -1.61659], [-1.64475, 0.24261, -1.59400], [-1.52896, 0.07194, 1.66353], [-1.00997, 1.99736, 0.80111]],
  "de_lowest_kcal_mol": 52.9,
  "e_homo_ha": -0.3792,
  "max_force_ha_per_bohr": 0.037,
  "charge": 0,
  "smiles": "O=C1N(O)CC1(F)F",
  "lumo_ev": 0.40,
  "homo_lumo_gap_ha": 0.3941
}

=====

{
  "formula": "C31H30BrGeN3O4STi",
  "method": "ωB97M-V with the def2-TZVPD basis set",
  "symbols": ["Ti", "Br", "C", "C", "C", "C", "C", "N", "C", "O", "O", "H", "H", "H", "O", "C", "O", "C", "C", "Ge", "C", "C", "C", "C", "C", "C", "C", "C", "C", "C", "C", "C", "C", "C", "C", "C", "C", "C", "H", "H", "H", "H", "H", "H", "H", "H", "H", "H", "H", "H", "H", "H", "H", "H", "H", "H", "H", "S", "C", "N", "C", "C", "C", "N", "H", "H", "H", "H", "H", "H", "H", "H"],
  "positions_angstrom": [[0.96648, -0.95338, 0.12072], [0.74697, -4.62702, 0.28093], [0.02595, -3.73957, -1.21243], [-0.70488, -4.45925, -2.14411], [-1.17047, -3.80361, -3.26966], [-0.86608, -2.46224, -3.45071], [-0.13834, -1.82389, -2.47110], [0.27711, -2.43857, -1.34658], [0.30924, -0.39124, -2.61540], [0.09933, 0.21396, -3.63519], [0.96284, 0.05754, -1.56961], [-0.89621, -5.50925, -1.97904], [-1.74984, -4.34192, -4.00804], [-1.16881, -1.90593, -4.32624], [-1.24577, -1.58323, 3.35251], [-1.14383, -1.50198, 2.16082], [0.01549, -1.73912, 1.52384], [-2.26417, -1.08999, 1.22691], [-1.87043, 0.10997, 0.35664], [-1.34325, 1.72555, 1.38520], [0.30315, 1.28584, 2.37919], [0.29742, 1.20757, 3.76727], [1.43843, 0.84438, 4.47334], [2.62115, 0.55635, 3.81010], [2.66446, 0.65552, 2.42813], [1.51303, 1.00970, 1.72843], [-2.83790, 2.11547, 2.57481], [-3.17731, 1.29694, 3.65413], [-4.30019, 1.57311, 4.42187], [-5.10281, 2.66427, 4.11901], [-4.78401, 3.47658, 3.04027], [-3.66013, 3.20199, 2.27343], [-0.96114, 3.20182, 0.17813], [-0.79064, 3.00413, -1.19016], [-0.45922, 4.06392, -2.02425], [-0.29423, 5.33514, -1.49477], [-0.45974, 5.54556, -0.13162], [-0.78821, 4.48505, 0.69910], [-3.13776, -0.85207, 1.83078], [-2.51754, -1.95309, 0.60277], [-2.72926, 0.39517, -0.25644], [-1.11993, -0.16414, -0.40144], [-0.60608, 1.43009, 4.31960], [1.39734, 0.78779, 5.55329], [3.50664, 0.27534, 4.36373], [3.59015, 0.48396, 1.89372], [1.62640, 1.21200, 0.65694], [-2.58296, 0.42244, 3.89531], [-4.54920, 0.93030, 5.25635], [-5.97681, 2.87825, 4.72002], [-5.40924, 4.32490, 2.79394], [-3.42292, 3.84715, 1.43519], [-0.91688, 2.02091, -1.62689], [-0.33332, 3.89220, -3.08544], [-0.03806, 6.16322, -2.14258], [-0.33293, 6.53682, 0.28378], [-0.91239, 4.66278, 1.76215], [3.35084, -1.64306, 0.01887], [3.40485, -2.28344, -1.59484], [3.28056, -1.48913, -2.64585], [3.35871, -1.95393, -4.03206], [4.22323, -3.20141, -4.08798], [3.70400, -4.21637, -3.08397], [3.60710, -3.58170, -1.76881], [3.11656, -0.51339, -2.45159], [3.77941, -1.15032, -4.63251], [2.35208, -2.15850, -4.40761], [5.25604, -2.94297, -3.84806], [4.20721, -3.62515, -5.09017], [4.37117, -5.07170, -3.00123], [2.71845, -4.58453, -3.38288], [3.67112, -4.13866, -0.93191]],
  "spin_multiplicity": 2,
  "de_lowest_kcal_mol": 0.0,
  "e_homo_ha": [-0.4133, -0.4134],
  "max_force_ha_per_bohr": 0.016,
  "charge": 1,
  "lumo_ev": [-3.62, -3.64],
  "s2": 0.753,
  "homo_lumo_gap_ha": [0.2801, 0.2795]
}

=====

{
  "formula": "C3H6N2O2",
  "method": "ωB97M-V with the def2-TZVPD basis set",
  "symbols": ["C", "O", "C", "N", "N", "C", "O", "H", "H", "H", "H", "H", "H"],
  "positions_angstrom": [[-1.66441, -0.41424, -0.78860], [-1.27661, -0.01787, 0.52297], [0.05202, 0.15983, 0.66525], [0.78575, 1.06020, -0.23657], [0.66567, -0.00513, 1.94510], [1.29075, -0.63003, 0.79884], [2.01092, 0.30742, 0.01388], [-2.68306, -0.79511, -0.70348], [-1.00379, -1.20318, -1.16594], [-1.63812, 0.43244, -1.48105], [0.92614, 1.98486, 0.17949], [1.16256, 0.80834, 2.30621], [1.62218, -1.66114, 0.80696]],
  "de_lowest_kcal_mol": 129.1,
  "e_homo_ha": -0.3501,
  "max_force_ha_per_bohr": 0.008,
  "charge": 0,
  "smiles": "CO[C@]12NO[C@H]1N2",
  "lumo_ev": 1.01,
  "homo_lumo_gap_ha": 0.3870
}

=====

{
  "formula": "C3H4N2OS",
  "method": "ωB97M-V with the def2-TZVPD basis set",
  "symbols": ["C", "C", "C", "N", "N", "O", "S", "H", "H", "H", "H"],
  "positions_angstrom": [[-1.70328, -1.03303, -0.23366], [-0.48517, -0.55970, 0.51306], [1.46954, 0.85023, 0.21314], [-2.02331, -0.63244, -1.35922], [0.18984, 0.34800, -0.24401], [-0.13311, -0.93463, 1.60930], [-0.37601, 0.84103, -1.74749], [-2.30258, -1.78825, 0.26360], [1.91140, 0.10164, 0.86808], [2.10979, 1.02223, -0.64962], [1.34291, 1.78491, 0.76684]],
  "spin_multiplicity": 3,
  "de_lowest_kcal_mol": 0.0,
  "e_homo_ha": [-0.2750, -0.3605],
  "max_force_ha_per_bohr": 0.044,
  "charge": 0,
  "lumo_ev": [0.48, -2.49],
  "s2": 2.017,
  "homo_lumo_gap_ha": [0.2926, 0.2691]
}

=====

{
  "formula": "C6H10",
  "method": "ωB97M-V with the def2-TZVPD basis set",
  "symbols": ["C", "C", "C", "C", "C", "C", "H", "H", "H", "H", "H", "H", "H", "H", "H", "H"],
  "positions_angstrom": [[-1.46058, 0.52063, 0.41121], [-0.47404, 0.94570, -0.62288], [0.98204, 1.16648, -0.21748], [1.47009, -0.18145, 0.38262], [0.41841, -1.16513, -0.02444], [-0.77224, -0.54468, -0.42253], [-1.19359, 0.57483, 1.46606], [-2.51557, 0.68537, 0.20574], [-0.84941, 1.45458, -1.50672], [1.56780, 1.40725, -1.11084], [1.11004, 1.99693, 0.48595], [1.49272, -0.14173, 1.48240], [2.48185, -0.45711, 0.06533], [-1.34556, -2.51555, 0.17041], [0.56369, -2.23173, -0.15070], [-1.47564, -1.51439, -0.61413]],
  "de_lowest_kcal_mol": 134.2,
  "e_homo_ha": [-0.2580, -0.3066],
  "max_force_ha_per_bohr": 0.024,
  "charge": 0,
  "lumo_ev": [-0.31, 0.40],
  "homo_lumo_gap_ha": [0.2465, 0.3213]
}